(1)
Computed, not measured: a single C4H7NO molecule, with the ωB97M-V functional and the def2-TZVPD basis.

XYZ file:
```
13
Properties=species:S:1:pos:R:3:forces:R:3:lowdin_charge:R:1
C 1.831 -0.085 -0.392 0.2 0.0 0.0 0.005
C 0.741 0.620 0.332 -0.1 0.1 0.0 -0.532
O 0.768 1.800 0.600 0.1 -0.1 -0.1 0.082
N -0.330 -0.172 0.745 0.1 0.3 -0.2 -0.026
C -1.202 -0.882 -0.171 -0.2 -0.1 -0.1 -0.107
C -1.607 0.405 0.452 -0.5 0.2 0.0 -0.119
H 2.319 0.648 -1.029 0.2 -0.2 0.0 0.089
H 2.526 -0.428 0.376 0.2 -0.1 -0.2 0.094
H 1.461 -0.942 -0.959 0.2 0.1 0.1 0.077
H -1.636 -1.798 0.208 0.2 -0.1 0.0 0.102
H -0.986 -0.876 -1.237 0.1 0.0 0.2 0.111
H -2.280 0.437 1.289 -0.4 0.0 0.0 0.105
H -1.605 1.272 -0.212 0.0 -0.1 0.4 0.119
```
Forces are in eV/Å.

ΔE to the lowest compared entry with this formula, charge and spin	160.6	kJ/mol
LUMO energy	0.036	Eh
SMILES string	CC(=O)N1CC1

---

(2)
Computed, not measured: C3H4O3 as an isolated structure at a distorted geometry, with the ωB97M-V functional and the def2-TZVPD basis.

XYZ file:
```
10
Properties=species:S:1:pos:R:3:forces:R:3:lowdin_charge:R:1
O 0.339 1.352 -0.005 1.9 0.6 -0.5 0.093
C 1.113 0.412 -0.121 -0.1 1.4 0.2 -0.144
C 0.594 -0.962 -0.118 -2.5 0.5 -0.9 0.048
O -0.903 -0.426 -0.750 3.5 -2.7 0.7 -0.066
C -1.289 0.523 0.200 -2.8 -0.8 -0.4 -0.508
O -1.427 0.415 1.398 0.4 -0.4 -0.6 0.038
H 2.139 0.671 -0.369 0.5 -0.3 0.4 0.139
H 1.325 -1.723 -0.500 -1.5 0.6 -0.6 0.135
H 0.084 -1.302 0.769 0.7 0.1 0.9 0.111
H -1.974 1.037 -0.504 0.0 1.1 0.7 0.155
```
Forces are in eV/Å.

ΔE to the lowest compared entry with this formula, charge and spin	393.8	kJ/mol
LUMO energy	-0.029	Eh

---

(3)
Computed, not measured: C29H61N3O20Zr as an isolated structure at a distorted geometry, with the ωB97M-V functional and the def2-TZVPD basis.

XYZ file:
```
114
Properties=species:S:1:pos:R:3:forces:R:3:lowdin_charge:R:1
Zr -0.413 -1.665 -2.027 0.1 6.9 6.4 2.173
O -0.931 0.479 -2.024 1.4 -3.9 0.7 -0.352
C -0.684 1.239 -0.825 0.8 -0.8 0.5 -0.209
C -0.282 0.319 0.437 -0.8 -0.8 -0.2 -0.204
O 0.031 -1.068 0.135 -0.9 0.0 -4.4 -0.338
H -1.555 1.871 -0.654 -0.4 -0.4 0.4 0.096
H 0.100 1.988 -0.937 0.5 -0.2 -0.6 0.104
H 0.549 0.649 1.061 0.4 0.6 -0.6 0.100
H -1.099 0.333 1.159 -0.5 -0.1 -0.2 0.079
C -1.421 -2.082 3.314 -0.3 0.0 -0.6 0.056
N -1.150 -0.689 3.806 1.0 -1.3 1.0 -0.435
O -1.998 0.142 3.630 -0.7 0.6 -0.6 0.057
O -0.143 -0.539 4.471 -0.1 0.1 -0.5 0.094
H -1.943 -2.005 2.360 -0.1 0.2 0.1 0.069
H -2.080 -2.538 4.053 0.2 0.0 0.0 0.111
H -0.508 -2.657 3.156 0.0 0.3 0.5 0.094
C -3.738 2.079 1.717 0.7 0.7 -0.6 0.020
N -4.610 2.453 2.848 -1.4 0.7 2.8 -0.394
O -5.480 1.647 3.177 0.5 -0.1 -1.0 0.043
O -4.447 3.494 3.509 0.6 -1.6 -2.2 0.084
H -3.646 1.000 1.596 0.0 0.1 0.7 0.066
H -2.799 2.599 1.904 0.0 -0.3 -0.1 0.086
H -4.132 2.451 0.772 -0.3 0.4 0.3 0.081
C -3.559 3.638 -2.352 0.2 -0.3 -1.8 0.014
N -3.951 4.737 -1.524 0.4 -1.8 3.8 -0.476
O -4.748 5.493 -1.915 -1.7 2.6 -1.3 0.151
O -3.569 4.643 -0.349 0.4 0.4 -0.6 0.035
H -3.953 2.727 -1.901 0.5 0.1 0.1 0.086
H -2.478 3.724 -2.456 -0.1 -0.6 0.0 0.110
H -4.079 3.818 -3.293 0.4 -0.3 -0.2 0.107
O 1.864 -0.434 -2.083 -1.7 -1.1 -1.1 -0.040
C 2.759 0.363 -1.885 0.9 1.7 -0.4 -0.502
O 2.928 1.512 -2.538 -0.4 -1.3 -0.1 0.015
C 2.019 1.929 -3.632 0.3 0.6 1.2 -0.171
C 2.867 2.844 -4.496 -0.9 -0.5 -0.2 -0.044
C 3.744 0.221 -0.774 -0.9 0.0 0.2 0.066
H 1.238 2.471 -3.098 -0.1 0.1 -0.2 0.115
H 1.545 1.066 -4.100 0.4 0.0 -0.2 0.113
H 2.220 3.316 -5.235 0.1 -0.2 -0.3 0.088
H 3.613 2.217 -4.984 0.2 0.5 0.0 0.090
H 3.266 3.674 -3.912 0.3 -0.4 0.1 0.094
H 3.752 1.227 -0.354 0.6 -0.2 0.4 0.111
H 4.737 -0.126 -1.062 -0.1 0.2 -0.1 0.104
H 3.273 -0.486 -0.092 0.4 0.1 0.3 0.084
O -2.628 -1.452 -3.512 0.2 0.2 -0.7 -0.039
C -3.582 -0.994 -4.152 -0.5 -1.0 -2.5 -0.391
O -3.966 -1.484 -5.399 -0.1 2.4 3.0 0.001
C -3.124 -2.295 -6.166 1.2 -1.7 -0.2 -0.246
C -3.456 -2.164 -7.653 -0.2 0.6 0.4 -0.034
C -4.520 0.117 -3.732 1.2 0.2 0.7 0.064
H -3.213 -3.310 -5.777 -0.4 -0.3 -0.3 0.125
H -2.088 -2.075 -5.906 0.2 0.5 -0.4 0.109
H -3.044 -2.951 -8.285 0.1 0.0 0.3 0.090
H -3.110 -1.201 -8.027 0.2 0.0 0.0 0.083
H -4.537 -2.143 -7.794 0.0 -0.3 0.1 0.088
H -5.211 -0.275 -2.985 -0.5 -0.1 -0.5 0.102
H -4.932 0.693 -4.562 -0.4 -0.7 0.0 0.111
H -3.962 0.845 -3.144 0.4 -0.1 0.0 0.066
O -2.402 -1.820 -0.936 2.4 0.3 -0.1 -0.086
C -3.534 -2.016 -0.552 -3.9 -0.6 0.5 -0.457
O -4.154 -1.212 0.312 3.2 -0.1 -1.3 0.003
C -5.471 -1.314 0.871 -0.6 -0.7 1.0 -0.155
C -5.343 -1.927 2.300 0.3 0.7 -0.2 -0.015
C -4.374 -3.134 -1.139 0.7 0.3 0.3 0.056
H -6.125 -1.832 0.169 -0.1 0.0 0.3 0.114
H -5.743 -0.261 0.949 -0.4 -0.2 0.0 0.121
H -6.206 -2.382 2.785 -0.3 0.1 -0.7 0.093
H -5.085 -1.086 2.944 0.2 -0.1 0.1 0.069
H -4.534 -2.656 2.356 0.0 0.0 -0.2 0.069
H -3.825 -3.558 -1.979 -0.3 0.0 0.0 0.092
H -5.346 -2.726 -1.416 0.1 -0.3 -0.2 0.096
H -4.523 -3.908 -0.386 -0.1 0.0 0.0 0.115
O 3.885 -1.369 4.232 0.7 1.9 -3.3 0.073
C 4.128 -0.630 3.249 -0.1 -1.6 3.0 -0.490
O 5.063 -0.896 2.311 -0.6 -0.6 0.7 -0.037
C 5.721 -2.201 2.349 -0.1 -0.3 -0.4 -0.220
C 6.918 -2.280 3.314 -0.8 1.5 -1.7 -0.034
C 3.430 0.676 3.004 -0.9 -0.3 -0.2 0.025
H 6.022 -2.231 1.302 0.4 -0.4 0.1 0.109
H 5.051 -3.049 2.486 -0.6 0.5 0.3 0.099
H 7.222 -3.309 3.506 -0.1 0.3 0.2 0.089
H 6.690 -1.641 4.166 0.2 -0.6 0.3 0.085
H 7.632 -1.736 2.695 0.9 -0.2 0.7 0.077
H 2.755 0.908 3.828 0.6 0.3 0.3 0.084
H 2.706 0.511 2.206 0.0 -0.2 -0.5 0.056
H 4.058 1.499 2.663 0.1 -0.1 0.4 0.093
O 0.301 4.958 4.623 0.8 -2.2 0.4 0.098
C 0.503 3.754 4.472 -0.2 2.5 -1.1 -0.525
O 1.548 3.043 4.901 0.1 0.6 0.8 -0.017
C 2.569 3.766 5.606 1.9 1.1 -0.4 -0.184
C 3.649 4.343 4.608 -0.3 -1.0 1.0 -0.049
C -0.373 2.950 3.575 -0.4 -0.7 0.0 0.007
H 3.017 3.082 6.327 0.0 -0.3 -0.4 0.121
H 2.281 4.628 6.209 -1.1 -0.2 -0.3 0.117
H 4.289 5.043 5.146 -0.2 0.2 0.0 0.076
H 3.205 4.827 3.738 -0.1 0.0 0.2 0.076
H 4.340 3.556 4.305 -0.2 -0.1 -0.3 0.051
H -0.044 1.914 3.485 -0.1 0.0 0.3 0.047
H -0.404 3.356 2.564 0.0 0.4 0.1 0.088
H -1.371 3.006 4.011 -0.1 -0.2 -0.2 0.092
O 1.502 -2.996 -1.352 -1.6 0.0 -2.3 -0.080
C 2.488 -3.407 -0.747 1.7 1.5 0.7 -0.432
O 3.750 -3.485 -1.231 -2.5 -0.6 2.1 0.037
C 4.087 -3.252 -2.570 0.3 0.2 -2.1 -0.224
C 5.593 -3.012 -2.660 -0.4 0.6 0.6 -0.029
C 2.376 -3.602 0.722 1.3 -1.0 0.4 0.062
H 3.527 -2.393 -2.939 0.1 0.2 0.1 0.107
H 3.779 -4.077 -3.213 0.0 -0.4 0.3 0.134
H 5.944 -2.926 -3.689 -0.2 -0.2 0.0 0.094
H 6.182 -3.748 -2.114 -0.2 -0.2 -0.2 0.093
H 5.772 -2.054 -2.170 0.3 0.1 0.0 0.066
H 3.380 -3.686 1.136 -0.1 0.0 0.0 0.084
H 1.914 -4.574 0.900 -0.3 0.0 0.1 0.114
H 1.845 -2.819 1.262 -0.2 0.1 -0.5 0.096
```
Forces are in eV/Å.

ΔE to the lowest compared entry with this formula, charge and spin	371.5	kJ/mol
LUMO energy	-0.288	Eh
charge	+2

---

(4)
Computed, not measured: a 2-piece molecular cluster, C5H17N3O overall at a distorted geometry, with the ωB97M-V functional and the def2-TZVPD basis.

XYZ file:
```
26
Properties=species:S:1:pos:R:3:forces:R:3:lowdin_charge:R:1
C -1.330 0.623 -0.842 0.2 -0.2 -0.1 -0.392
C -0.157 0.647 1.399 0.2 -0.1 0.3 -0.026
C -2.666 0.586 -0.112 0.3 0.0 0.1 -0.057
N -0.146 0.022 0.063 0.9 1.2 -0.8 -0.336
N -0.255 -1.366 0.071 -0.2 -1.3 0.2 -0.055
N -1.414 -0.176 -2.015 0.1 0.0 -0.2 0.045
H -1.056 1.656 -1.071 0.1 -0.1 0.0 0.136
H 0.894 -1.905 0.763 1.4 0.0 0.4 -0.011
H -1.003 -1.623 0.717 -0.1 0.4 0.0 0.056
H -1.246 -1.143 -1.695 -0.1 0.2 -0.1 0.074
H -0.694 0.050 -2.690 0.0 0.0 0.0 0.073
H -0.070 1.729 1.311 0.0 0.1 0.0 0.106
H 0.679 0.239 1.964 0.0 0.0 0.0 0.093
H -1.076 0.390 1.924 0.0 0.0 -0.2 0.091
H -2.713 1.307 0.700 0.0 0.0 0.1 0.069
H -2.864 -0.414 0.269 0.0 -0.1 0.1 0.077
H -3.447 0.822 -0.831 0.1 0.0 0.0 0.083
C 1.241 0.375 -0.686 -1.5 0.4 0.1 -0.127
C 2.507 0.557 0.118 0.0 -0.2 0.3 -0.094
O 1.864 -2.103 1.270 -0.9 -0.1 -0.3 -0.221
H 2.039 -3.032 1.109 0.1 -0.1 0.1 -0.007
H 0.997 1.319 -1.173 0.1 0.0 -0.1 0.103
H 1.360 -0.394 -1.445 -0.2 -0.1 0.2 0.117
H 2.412 1.327 0.881 0.0 0.1 0.0 0.072
H 3.295 0.876 -0.564 -0.1 0.1 -0.2 0.083
H 2.847 -0.371 0.563 -0.2 -0.1 0.2 0.050
```
Forces are in eV/Å.

ΔE to the lowest compared entry with this formula, charge and spin	276.1	kJ/mol
LUMO energy	0.026	Eh

---

Number 1: HOMO energy -9.780 eV, Kohn-Sham gap 10.762 eV. Number 2: HOMO energy -9.868 eV, Kohn-Sham gap 9.068 eV. Number 3: HOMO energy -13.197 eV, Kohn-Sham gap 5.365 eV. Number 4: HOMO energy -8.057 eV, Kohn-Sham gap 8.771 eV.